Entry 1:
ORCA calculation (wB97M-V/def2-TZVPD) on a structure of composition C28H28EuN6O2S2 at a distorted geometry.

Output
- M: 696.7 g mol⁻¹
- Multiplicity: 7
- Total charge: +1
- E_LUMO (spin up / spin down): -3.98 / -3.97 eV
- Highest occupied orbital energy (spin up / spin down): -9.248 / -9.249 eV
- E_tot: -3069.24106 Eh

Cartesian coordinates (Å):
Eu1 -1.3759 0.5725 -0.7266
C1 2.3500 6.3087 1.7399
C2 1.6909 4.9845 1.5248
C3 2.2349 3.8164 2.0345
C4 1.6262 2.5691 1.8534
C5 2.2454 1.4337 2.4243
N1 1.8262 0.1957 2.4053
C6 2.5533 -0.9028 3.0449
C7 2.6200 -2.1495 2.1560
C8 1.5470 -3.2162 2.4427
N2 0.2203 -2.6773 2.7016
C9 -0.6796 -2.1873 1.7944
C10 -0.8519 -2.4574 0.4707
C11 -0.2134 -3.5499 -0.2878
C12 -0.2678 -3.5464 -1.7822
C13 -0.5413 -4.8566 -2.4906
C14 -1.0074 -2.3848 -2.4423
C15 -2.1032 -1.8180 -1.5982
C16 -3.0319 -0.9937 -2.3481
N3 -3.2934 0.2383 -2.0057
C17 -4.1280 1.1133 -2.8000
C18 -3.5177 2.5174 -2.8078
C19 -3.3420 3.1391 -1.4117
N4 -2.0424 2.8326 -0.7812
C20 -1.4087 3.7858 -0.2196
C21 -0.1542 3.7088 0.5418
C22 0.4804 4.9105 0.7964
C23 0.4037 2.5011 1.0642
O1 -0.1340 1.3642 0.8698
C24 -1.8770 -1.6789 -0.2188
O2 -2.4861 -0.7115 0.4557
H1 3.2836 6.2080 2.2877
H2 1.6896 6.9738 2.3001
H3 2.5600 6.7917 0.7839
H4 3.1588 3.8629 2.5987
H5 3.1807 1.5916 2.9493
H6 0.9477 0.0015 1.9253
H7 2.0820 -1.1303 4.0046
H8 3.5567 -0.5409 3.2654
H9 3.5996 -2.6157 2.2633
H10 2.5473 -1.8281 1.1167
H11 1.8283 -3.7990 3.3203
H12 1.5106 -3.9104 1.6061
H13 0.0726 -2.3592 3.6433
H14 -1.3934 -1.4914 2.2205
H15 -0.2999 -4.5276 0.1767
H16 -0.1305 -5.7029 -1.9435
H17 -0.0998 -4.8509 -3.4885
H18 -1.6197 -5.0031 -2.5861
H19 -1.3834 -2.7233 -3.4097
H20 -3.4145 -1.3968 -3.2914
H21 -5.1291 1.1606 -2.3580
H22 -4.2348 0.7426 -3.8250
H23 -4.1653 3.1727 -3.3919
H24 -2.5511 2.4938 -3.3220
H25 -4.1192 2.7482 -0.7497
H26 -3.4723 4.2233 -1.4677
H27 -1.8243 4.7953 -0.2895
H28 0.0417 5.8240 0.4144
S1 -0.0013 -0.8626 -3.0073
C25 1.1086 -3.3945 -1.0861
C26 1.9255 -4.5901 -1.0537
N5 2.5661 -5.5395 -0.9714
C27 1.9060 -2.1548 -1.1289
S2 1.1742 -0.6354 -1.1852
C28 3.3022 -2.1928 -1.3133
N6 4.4544 -2.2017 -1.4072

Force components x, y, z for each atom (eV/Å):
Eu 1.31 0.49 -1.40
C -0.08 0.29 -0.06
C -0.29 -0.23 -0.14
C -0.24 0.51 -0.21
C -1.14 0.41 -0.87
C -0.30 -0.78 -0.06
N 0.08 0.68 0.02
C 0.20 -0.45 0.13
C -0.13 0.11 -0.01
C 0.15 -0.03 -0.08
N -0.36 0.30 -0.45
C 0.19 -0.12 0.18
C -0.05 -0.03 0.17
C 0.47 -0.16 0.12
C 0.26 -0.25 -0.23
C -0.10 0.09 0.01
C 0.54 0.13 -0.19
C 0.53 0.39 0.87
C -0.53 1.42 0.29
N -0.34 -1.22 -0.66
C -0.12 0.08 -0.17
C 0.05 -0.02 0.07
C -0.02 0.05 -0.09
N -0.47 0.57 -0.13
C 0.26 0.11 0.22
C -0.18 -0.13 -0.09
C 0.97 -0.21 0.61
C 1.09 0.37 0.75
O 0.03 -0.09 0.82
C -1.09 -1.43 0.17
O -0.37 -1.17 0.64
H 0.02 0.02 0.01
H 0.09 0.03 0.03
H 0.07 0.02 0.05
H 0.04 0.07 0.02
H 0.07 0.03 0.03
H 0.09 0.07 -0.04
H -0.06 0.09 0.00
H -0.02 0.05 -0.04
H 0.00 0.00 0.00
H 0.04 -0.07 0.05
H -0.03 0.01 0.01
H 0.02 -0.02 0.02
H -0.08 -0.01 0.03
H 0.02 0.00 0.07
H -0.07 -0.01 -0.04
H 0.00 0.00 0.00
H -0.01 -0.01 -0.01
H -0.01 -0.04 -0.02
H -0.05 -0.07 0.05
H 0.00 0.02 0.01
H 0.07 -0.04 0.02
H -0.03 -0.01 0.02
H 0.01 -0.03 -0.01
H -0.01 0.04 -0.02
H -0.02 0.05 0.03
H 0.02 -0.01 0.01
H 0.05 0.04 0.00
H 0.01 0.08 0.00
S -0.16 -0.03 -0.40
C -0.71 0.06 0.06
C -0.07 0.03 0.00
N -0.02 -0.03 0.00
C 0.11 0.90 0.59
S 0.30 -0.97 -0.63
C -0.07 0.03 -0.20
N 0.05 0.03 0.06

Entry 2:
ORCA calculation (wB97M-V/def2-TZVPD) on a cluster of 6 separate species, C28H28F40NO6P in total at a distorted geometry.

Output
- M: 1265.4 g mol⁻¹
- Structure (SMILES): FC(F)C(F)(F)COC(F)(F)C(F)F.FC(F)C(F)(F)COC(F)(F)C(F)F.FC(F)C(F)(F)COC(F)(F)C(F)F.FC(F)C(F)(F)COC(F)(F)C(F)F.FC(F)C(F)(F)COC(F)(F)C(F)F.CC(=O)N(C)P
- E_LUMO: 0.22 eV
- Highest occupied orbital energy: -8.819 eV
- E_tot: -5925.84353 Eh

Cartesian coordinates (Å):
F1 -1.7788 -0.7949 0.3310
C1 -2.6218 -0.4798 1.3245
F2 -2.5023 -1.4678 2.2548
C2 -4.0898 -0.3458 0.8864
F3 -4.6480 -1.5545 0.6362
F4 -4.7732 0.1547 1.9597
C3 -4.4095 0.5850 -0.3099
O1 -4.4546 0.0390 -1.6484
C4 -3.2356 -0.2126 -2.3166
F5 -2.2788 0.5471 -1.7485
F6 -3.3847 0.2640 -3.5708
C5 -2.8834 -1.7090 -2.4028
F7 -3.0358 -2.3587 -1.2299
F8 -1.5879 -1.8774 -2.7693
H1 -2.2658 0.4414 1.7845
H2 -5.4398 0.9121 -0.1454
H3 -3.8171 1.4992 -0.2825
H4 -3.5087 -2.2140 -3.1390
F9 -1.1445 4.3970 1.8483
C6 -1.6083 3.1565 2.0438
F10 -2.3451 2.8470 0.9418
C7 -2.4644 2.9883 3.3102
F11 -3.6889 3.5447 3.1647
F12 -2.6913 1.6445 3.4555
C8 -1.8673 3.4795 4.6527
O2 -2.1367 4.8261 5.1048
C9 -1.4142 5.8903 4.5242
F13 -0.2804 5.3938 3.9933
F14 -1.0237 6.6844 5.5426
C10 -2.2503 6.7337 3.5444
F15 -2.9611 5.9902 2.6772
F16 -1.4470 7.5339 2.7979
H5 -0.7497 2.4778 2.0624
H6 -2.3493 2.8650 5.4180
H7 -0.8045 3.2466 4.7340
H8 -2.9555 7.3698 4.0813
F17 0.6770 -6.9716 2.9475
C11 0.9430 -6.0472 2.0158
F18 2.2725 -6.1525 1.7424
C12 0.6088 -4.6075 2.4379
F19 1.5059 -4.1308 3.3348
F20 0.7605 -3.8288 1.3246
C13 -0.8130 -4.3216 2.9823
O3 -1.0489 -4.3994 4.4079
C14 -1.1921 -5.6719 5.0015
F21 -1.5473 -6.5487 4.0448
F22 -2.2540 -5.5861 5.8317
C15 0.0345 -6.1035 5.8263
F23 1.2019 -5.9042 5.1877
F24 -0.0258 -7.4279 6.1153
H9 0.4007 -6.3227 1.1064
H10 -0.9970 -3.2675 2.7597
H11 -1.5808 -4.8623 2.4272
H12 0.0807 -5.5545 6.7681
F25 1.4621 9.6107 1.8355
C16 2.0502 8.4073 1.8748
F26 3.0209 8.4878 2.8232
C17 2.6571 7.9579 0.5361
F27 3.7946 8.6348 0.2510
F28 3.0406 6.6552 0.6988
C18 1.7510 7.9947 -0.7201
O4 1.7341 9.1744 -1.5569
C19 0.9911 10.2961 -1.1295
F29 0.0621 9.8790 -0.2502
F30 0.3047 10.7300 -2.2087
C20 1.8693 11.4522 -0.6162
F31 2.8310 11.0521 0.2348
F32 1.1173 12.3630 0.0520
H13 1.3095 7.6837 2.2295
H14 2.1606 7.2303 -1.3860
H15 0.7364 7.6601 -0.4987
H16 2.3604 11.9634 -1.4455
F33 6.1898 -7.2063 0.4331
C21 4.8716 -7.1243 0.2008
F34 4.3790 -8.3830 0.3459
C22 4.5085 -6.5747 -1.1884
F35 4.7425 -7.4857 -2.1632
F36 3.1549 -6.3803 -1.1904
C23 5.1446 -5.2317 -1.6266
O5 6.3856 -5.2356 -2.3703
C24 7.5932 -5.4465 -1.6704
F37 7.3930 -5.1364 -0.3768
F38 8.4670 -4.5276 -2.1358
C25 8.1948 -6.8459 -1.8963
F39 7.2933 -7.8373 -1.7818
F40 9.1668 -7.1011 -0.9845
H17 4.4298 -6.5104 0.9901
H18 4.4354 -4.8029 -2.3397
H19 5.1853 -4.5148 -0.8053
H20 8.6371 -6.9215 -2.8909
C26 -5.4197 -1.9169 -6.1624
C27 -3.8305 -2.0638 -6.2877
O6 -3.1445 -2.4390 -5.3129
N1 -3.1912 -1.7893 -7.5874
C28 -2.5875 -3.0924 -8.0256
P1 -2.0000 -0.5103 -7.3511
H21 -5.8516 -1.2274 -6.9610
H22 -5.8370 -2.9614 -6.3933
H23 -5.7181 -1.5672 -5.1152
H24 -2.4891 -3.0670 -9.1673
H25 -1.6021 -3.3227 -7.5138
H26 -3.3064 -3.9414 -7.7353
H27 -0.7661 -1.0157 -6.8345
H28 -1.8100 0.1588 -8.5985

Force components x, y, z for each atom (eV/Å):
F 0.00 -0.06 -0.30
C 0.36 0.05 0.60
F -0.35 0.01 0.05
C -0.67 -0.39 -0.82
F 0.30 -0.03 0.15
F 0.41 0.23 -0.05
C -0.40 0.50 -0.45
O 1.09 -0.73 0.42
C -0.97 1.35 0.72
F 0.39 -0.33 -0.19
F -0.07 -0.47 0.09
C 0.19 -0.83 -0.36
F -0.16 0.22 0.18
F -0.10 0.47 -0.03
H -0.28 -0.05 -0.14
H 0.09 -0.26 0.04
H 0.23 -0.24 0.05
H -0.07 0.32 -0.10
F -0.03 0.21 0.19
C 0.26 -0.47 -0.61
F -0.22 -0.15 0.24
C -0.70 0.81 0.73
F 0.24 -0.04 -0.30
F 0.49 0.21 0.02
C 0.11 -0.01 0.78
O 0.20 0.31 -1.39
C 0.21 -1.58 1.15
F 0.04 0.47 -0.38
F -0.40 0.14 -0.29
C -0.41 0.61 -0.44
F 0.05 -0.23 0.20
F 0.33 -0.12 0.29
H -0.07 -0.07 0.21
H -0.12 0.12 -0.21
H 0.01 0.13 -0.29
H 0.13 -0.07 0.29
F -0.13 0.03 0.24
C 0.31 -0.36 -0.72
F -0.03 0.37 0.03
C -0.14 0.58 0.92
F 0.09 -0.27 -0.13
F -0.21 -0.41 -0.13
C -0.54 0.41 0.14
O 0.80 -1.15 -0.03
C -0.83 1.23 -1.38
F 0.21 -0.42 0.36
F 0.45 0.02 0.24
C 0.52 -0.37 0.59
F -0.16 0.22 -0.13
F -0.42 0.12 -0.13
H -0.08 0.24 0.01
H 0.21 -0.13 0.10
H 0.20 -0.24 0.05
H -0.28 0.14 -0.04
F -0.08 0.20 -0.26
C 0.02 -0.38 0.92
F 0.15 -0.20 -0.31
C 0.43 0.54 -0.90
F -0.13 0.06 0.28
F -0.45 0.04 0.18
C -0.25 -0.24 -0.66
O 0.02 0.70 1.22
C -0.20 -1.91 -0.49
F 0.00 0.55 0.20
F 0.41 0.27 0.10
C 0.34 0.78 0.22
F -0.04 -0.28 -0.15
F -0.30 -0.25 -0.24
H 0.03 -0.12 -0.24
H 0.14 0.19 0.13
H 0.03 0.21 0.25
H -0.16 -0.17 -0.23
F 0.30 0.11 -0.20
C -0.57 -0.36 0.76
F -0.17 0.17 -0.33
C 0.50 -0.01 -0.97
F 0.04 -0.10 0.28
F 0.18 0.18 0.38
C 0.00 0.66 -0.35
O 0.39 -1.02 0.89
C -1.57 1.23 -0.11
F 0.46 -0.35 0.12
F 0.07 -0.45 -0.19
C 0.52 -0.70 -0.09
F -0.21 0.23 -0.07
F -0.06 0.45 0.01
H -0.06 0.14 -0.23
H 0.09 -0.25 0.01
H 0.13 -0.26 0.16
H -0.04 0.31 -0.07
C 0.55 -0.24 -0.70
C 0.46 -0.15 2.57
O -2.11 0.95 -2.87
N 1.12 -0.73 0.67
C -0.45 -1.13 -0.71
P -1.53 1.53 1.37
H 0.79 -0.82 1.13
H 0.51 1.44 0.55
H 0.57 -0.67 -1.53
H 0.05 -0.11 1.72
H -1.09 0.36 -0.67
H 1.00 1.14 -0.62
H -0.27 -0.39 -1.06
H 0.37 -1.20 0.07

Entry 3:
ORCA calculation (wB97M-V/def2-TZVPD) on an isolated molecule of C28H28FN3O6.

Output
- M: 521.5 g mol⁻¹
- Structure (SMILES): COc1ccc(N2C(=O)[C@H](CC(=O)Nc3ccc(F)cc3)N(CCc3ccc(OC)c(OC)c3)C2=O)cc1
- E_LUMO: 0.62 eV
- Highest occupied orbital energy: -8.225 eV
- E_tot: -1799.40970 Eh

Cartesian coordinates (Å):
C1 -7.4548 -2.6850 1.0851
O1 -6.8718 -1.7307 0.2302
C2 -5.5185 -1.6928 0.1205
C3 -4.6387 -2.5203 0.8108
C4 -3.2733 -2.3898 0.6272
C5 -2.7740 -1.4298 -0.2380
N1 -1.3736 -1.2602 -0.3795
C6 -0.4888 -1.2581 0.6532
O2 -0.7253 -1.4688 1.8210
C7 0.8580 -0.8366 0.0747
C8 1.3078 0.4830 0.7364
C9 0.3293 1.5815 0.3340
O3 0.5774 2.3711 -0.5504
N2 -0.8389 1.5199 1.0274
C10 -2.0759 2.0912 0.7043
C11 -3.1883 1.6514 1.4206
C12 -4.4467 2.1348 1.1255
C13 -4.5808 3.0610 0.1065
F1 -5.8093 3.5345 -0.1907
C14 -3.4912 3.5125 -0.6145
C15 -2.2321 3.0274 -0.3131
N3 0.5654 -0.7186 -1.3296
C16 1.4770 -0.2219 -2.3347
C17 2.7082 -1.1165 -2.5215
C18 3.6797 -1.0204 -1.3779
C19 3.9766 -2.1103 -0.5766
C20 4.8588 -1.9732 0.4775
C21 5.4629 -0.7567 0.7801
O4 6.2863 -0.8001 1.8644
C22 7.1288 0.2813 2.1940
C23 5.1626 0.3595 -0.0254
O5 5.7347 1.5670 0.2876
C24 5.4186 2.6918 -0.4958
C25 4.2893 0.1965 -1.0929
C26 -0.7434 -0.9212 -1.6020
O6 -1.2872 -0.8595 -2.6727
C27 -3.6463 -0.5982 -0.9333
C28 -5.0044 -0.7353 -0.7575
H1 -8.5299 -2.5332 1.0049
H2 -7.2098 -3.7057 0.7745
H3 -7.1456 -2.5366 2.1247
H4 -4.9996 -3.2730 1.4932
H5 -2.5971 -3.0308 1.1696
H6 1.6216 -1.6011 0.2612
H7 1.3273 0.3351 1.8164
H8 2.3078 0.7411 0.3879
H9 -0.8889 0.8490 1.7839
H10 -3.0650 0.9147 2.2011
H11 -5.3164 1.7975 1.6654
H12 -3.6313 4.2342 -1.4033
H13 -1.3725 3.3629 -0.8684
H14 0.8969 -0.1907 -3.2602
H15 1.7764 0.7984 -2.0773
H16 2.3832 -2.1501 -2.6491
H17 3.2031 -0.8021 -3.4432
H18 3.5304 -3.0730 -0.7784
H19 5.1046 -2.8142 1.1060
H20 7.7750 0.5584 1.3584
H21 7.7404 -0.0795 3.0210
H22 6.5606 1.1561 2.5164
H23 5.7416 2.5658 -1.5341
H24 4.3476 2.9178 -0.4693
H25 5.9696 3.5176 -0.0480
H26 4.0681 1.0383 -1.7296
H27 -3.2600 0.1442 -1.6119
H28 -5.6966 -0.1010 -1.2870

Force components x, y, z for each atom (eV/Å):
C -0.08 -0.14 0.12
O 0.09 0.19 -0.18
C 0.23 0.08 -0.07
C -0.37 -0.02 0.06
C 0.22 0.15 -0.19
C -0.31 -0.11 0.07
N -0.18 -0.13 -0.09
C 0.38 0.00 -0.06
O 0.03 0.02 0.17
C 0.20 -0.04 0.43
C -0.09 0.01 -0.21
C 0.44 -0.31 0.49
O 0.00 0.24 -0.33
N -0.05 -0.13 0.37
C -0.32 0.23 -0.15
C 0.14 0.17 -0.07
C -0.06 0.21 -0.12
C 0.17 -0.05 0.02
F 0.00 -0.01 0.00
C -0.38 -0.09 0.13
C 0.17 -0.05 -0.01
N 0.19 0.07 0.06
C 0.13 -0.10 -0.33
C -0.17 0.20 0.03
C 0.11 -0.14 0.00
C 0.06 0.13 -0.12
C 0.11 0.26 0.09
C -0.04 -0.16 -0.01
O -0.33 -0.13 -0.17
C 0.34 0.31 0.22
C 0.10 0.16 0.07
O -0.03 -0.54 0.15
C -0.06 0.21 -0.12
C 0.11 -0.04 0.00
C -0.01 -0.17 -0.09
O -0.24 0.05 -0.23
C -0.03 -0.13 0.04
C -0.14 -0.17 0.10
H 0.07 -0.05 0.04
H 0.01 0.04 0.02
H 0.00 -0.01 -0.04
H -0.07 -0.06 0.06
H 0.05 -0.04 0.04
H -0.24 0.08 0.08
H 0.03 -0.04 0.02
H -0.13 0.05 0.07
H 0.15 0.02 -0.14
H 0.00 -0.12 0.08
H -0.11 -0.04 0.04
H -0.04 0.08 -0.07
H 0.02 0.02 0.00
H 0.09 0.08 0.11
H -0.04 -0.02 -0.06
H 0.01 -0.01 -0.07
H -0.01 -0.05 -0.05
H -0.07 -0.11 -0.03
H 0.05 -0.09 0.10
H -0.03 -0.01 0.06
H -0.02 0.04 -0.06
H 0.08 -0.09 -0.02
H -0.03 0.00 0.03
H 0.03 -0.03 -0.02
H -0.06 -0.02 -0.08
H -0.02 0.16 -0.03
H 0.03 0.10 -0.05
H -0.09 0.10 -0.08

Entry 4:
ORCA calculation (wB97M-V/def2-TZVPD) on a structure of composition C28H28N2O2PS3ScSe2 at a distorted geometry.

Output
- M: 754.6 g mol⁻¹
- E_LUMO: -0.83 eV
- Highest occupied orbital energy: -7.642 eV
- E_tot: -8443.37423 Eh

Cartesian coordinates (Å):
Sc1 0.3137 0.0288 -0.0501
C1 -0.9990 -1.9112 5.6352
C2 -0.1954 -0.9455 5.0502
C3 -0.1154 -0.8467 3.6744
C4 -0.8296 -1.7251 2.8581
C5 -1.6209 -2.7109 3.4596
C6 -1.7081 -2.7928 4.8323
N1 -0.7460 -1.5878 1.4671
N2 -1.3465 -2.5218 0.8300
C7 -1.3673 -2.5005 -0.5352
C8 -1.9625 -3.6231 -1.1462
C9 -2.0149 -3.6998 -2.5172
C10 -1.5066 -2.6528 -3.2804
C11 -0.9276 -1.5449 -2.6765
C12 -0.8167 -1.4184 -1.2867
H1 -1.0826 -1.9675 6.7104
H2 0.3594 -0.2603 5.6740
H3 0.4884 -0.0713 3.2195
H4 -2.1664 -3.3916 2.8233
H5 -2.3394 -3.5435 5.2832
H6 -2.3496 -4.4115 -0.5156
H7 -2.4442 -4.5627 -3.0048
H8 -1.5532 -2.7025 -4.3588
H9 -0.5367 -0.7516 -3.3168
Se1 -0.6320 1.9152 1.7024
P1 -1.3924 2.8927 -0.0756
Se2 -0.9294 1.9361 -1.9433
C13 -3.2101 3.0799 0.0472
C14 -3.9018 3.4721 -1.0919
C15 -5.2673 3.6749 -1.0282
C16 -5.9420 3.4787 0.1660
C17 -5.2540 3.0623 1.2927
C18 -3.8850 2.8638 1.2393
C19 -0.7930 4.6237 -0.0732
C20 -0.7688 5.3177 -1.2757
C21 -0.3518 6.6342 -1.3011
C22 0.0428 7.2573 -0.1283
C23 0.0362 6.5599 1.0693
C24 -0.3847 5.2420 1.1024
H10 -3.3673 3.5979 -2.0238
H11 -5.8052 3.9877 -1.9104
H12 -7.0095 3.6414 0.2109
H13 -5.7838 2.8957 2.2180
H14 -3.3420 2.5386 2.1167
H15 -1.0558 4.8119 -2.1881
H16 -0.3266 7.1758 -2.2368
H17 0.3688 8.2876 -0.1518
H18 0.3648 7.0414 1.9791
H19 -0.3861 4.6891 2.0330
C25 3.6797 -1.2999 2.9216
S1 3.3108 -0.2091 1.4925
C26 3.2352 1.3318 2.4724
O1 1.8759 -0.5378 1.1991
H20 4.6853 -1.0997 3.2697
H21 3.6027 -2.3244 2.5723
H22 2.9538 -1.1298 3.7090
H23 4.1827 1.4673 2.9822
H24 2.4119 1.2628 3.1787
H25 3.0648 2.1568 1.7858
C27 4.8804 0.0823 -3.2799
O2 4.2922 0.9353 -2.3126
C28 3.1621 0.5858 -1.7139
S2 2.4463 -0.9269 -1.8654
S3 2.5301 1.7827 -0.7153
H26 5.9590 0.0868 -3.1146
H27 4.6600 0.4776 -4.2748
H28 4.4818 -0.9287 -3.1816

Force components x, y, z for each atom (eV/Å):
Sc 0.87 0.62 -0.80
C 0.05 0.05 0.05
C -0.09 -0.09 0.15
C -0.01 0.08 -0.42
C -0.04 -0.16 1.18
C 0.03 0.09 -0.29
C 0.04 0.03 0.10
N -0.76 -0.97 -2.42
N 0.65 0.77 2.15
C 0.29 0.60 -1.83
C 0.18 0.30 0.45
C -0.03 -0.02 -0.18
C 0.05 0.09 0.11
C 0.12 0.26 0.19
C -0.35 -0.93 0.36
H 0.02 -0.03 0.08
H 0.04 0.10 0.03
H -0.02 -0.15 0.00
H -0.03 0.01 0.07
H -0.05 -0.08 0.03
H -0.05 -0.05 0.02
H -0.06 -0.06 0.00
H -0.02 -0.04 -0.11
H -0.05 -0.18 0.13
Se -0.06 -0.19 -0.06
P -0.25 0.56 -0.18
Se 0.15 -0.36 0.43
C 0.41 -0.15 0.10
C 0.02 0.01 0.01
C 0.01 0.08 -0.07
C -0.10 -0.04 0.02
C -0.11 0.04 0.05
C 0.10 0.05 0.00
C -0.02 -0.37 0.02
C -0.03 -0.10 -0.01
C -0.02 0.16 -0.06
C 0.08 0.08 0.02
C -0.01 0.09 0.03
C -0.07 -0.08 -0.05
H -0.03 0.02 -0.06
H -0.06 0.02 -0.08
H -0.06 -0.01 0.02
H -0.06 -0.02 0.10
H 0.01 -0.01 0.01
H 0.02 0.01 -0.05
H -0.01 0.01 -0.03
H 0.04 0.05 0.01
H 0.00 0.04 0.06
H 0.01 0.01 -0.01
C -0.31 0.23 -0.62
S 0.80 0.49 1.23
C 0.01 -0.26 -0.39
O -0.77 -0.57 0.45
H 0.21 0.09 -0.01
H 0.02 -0.07 -0.10
H -0.13 0.08 0.06
H 0.17 -0.06 0.09
H -0.02 -0.14 0.06
H 0.02 -0.10 0.00
C 0.17 -0.36 -0.31
O 0.12 0.18 -0.06
C -0.01 0.04 0.28
S -0.53 0.01 -0.01
S -0.52 0.23 0.04
H -0.13 0.05 0.02
H 0.01 -0.06 0.09
H 0.16 0.08 -0.11